109
Properties=species:S:1:pos:R:3 method="wB97M-V/def2-TZVPD" homo_energy_ev=-6.1 relative_energy_kj_mol=502.5 lumo_ha=-0.003
C -2.371 -0.291 1.546
O 1.984 0.357 0.403
H -0.739 -4.862 -0.908
C -0.080 -8.138 -4.890
C -1.526 -8.515 -5.095
H 3.482 -3.993 -2.553
C 2.315 2.360 -2.518
C -1.712 0.981 1.991
C 2.515 1.048 -4.259
C -1.541 -1.437 3.576
N -1.150 0.168 -1.873
C 0.725 -2.526 -0.944
C 5.655 1.467 -0.935
C -2.101 -5.239 1.775
H 7.304 2.836 -0.805
C -1.522 -1.495 2.054
C -1.643 -4.986 -4.653
C 3.024 -0.602 2.786
Zr 0.303 -0.418 -0.129
C 5.803 3.235 0.678
S -2.836 -7.465 -4.473
H 0.338 -0.477 6.220
H 3.939 2.717 -4.013
N -0.880 -0.116 -3.172
H -3.568 -2.142 3.705
H -4.277 -4.246 -0.614
N -0.577 1.313 1.348
H 3.872 0.270 -0.856
C -3.079 -5.333 0.791
C -0.628 -3.807 -2.784
H -3.711 -1.880 6.147
H -2.404 -0.330 0.454
C -0.992 -4.894 -1.963
H -1.754 -1.048 7.424
C 2.820 1.570 3.761
C -0.448 -0.975 4.291
H -0.863 -3.928 2.930
H 0.253 -7.589 -5.774
H 3.541 -2.191 4.123
C -2.714 -1.760 4.256
H 2.433 3.133 -1.774
C 1.545 2.532 1.195
H 0.489 -9.062 -4.824
C -2.795 -1.619 5.632
C 0.211 2.282 1.849
H -3.465 -6.301 0.496
H -1.905 -5.020 -5.705
H 2.980 -1.254 1.924
C 6.347 2.540 -0.395
H 6.333 4.074 1.111
H -3.432 -2.060 0.053
C -1.617 -3.999 2.154
C -0.033 -2.668 -2.192
H 2.752 0.523 -5.171
H -3.078 1.384 3.580
H 1.993 3.425 1.627
C -0.969 -3.890 -4.150
H -1.719 -6.133 2.253
C -0.525 -0.838 5.675
N 1.554 -1.416 -1.633
N 1.343 1.467 -2.411
H -1.872 0.102 -4.998
C 2.761 0.754 2.635
H 4.182 3.398 2.050
H 2.936 -2.476 -0.354
C -2.895 0.807 -3.134
C 4.425 1.087 -0.411
O -1.854 -9.502 -5.702
C -2.097 -2.830 1.564
C -0.188 3.016 2.954
N 1.474 0.660 -3.496
H 0.459 -0.716 3.764
B 0.509 -0.505 -3.734
C 3.393 -0.311 5.148
H -2.786 1.078 -0.926
C 3.877 1.776 0.663
H 2.635 2.633 3.676
C -3.540 -4.183 0.176
H 0.457 3.801 3.326
H -1.713 3.297 4.433
H 6.064 0.926 -1.778
H 1.983 -2.990 -4.518
H 3.162 1.698 5.872
C 2.756 -3.199 -2.472
H 0.404 -0.766 -4.905
C 3.125 1.044 5.009
C -1.914 0.254 -3.932
H -3.851 1.198 -3.432
C -2.359 0.735 -1.854
H 1.385 2.730 0.133
C 2.283 -2.616 -1.203
C -3.048 -2.937 0.559
N 1.023 -1.794 -2.958
C -1.392 2.731 3.568
H -0.725 -3.067 -4.815
C 3.342 -1.131 4.028
O -0.226 -1.318 1.553
H -1.947 -6.799 -1.819
C 4.578 2.852 1.202
H -3.398 -0.358 1.901
C -2.008 -6.053 -3.829
C -1.676 -5.979 -2.475
H 3.637 -0.723 6.118
C -1.695 -1.154 6.348
H 0.087 -7.510 -4.018
C 2.529 1.339 1.241
C -2.161 1.686 3.092
C 3.090 2.150 -3.671
C 2.036 -2.710 -3.478

***

112
Properties=species:S:1:pos:R:3 method="wB97M-V/def2-TZVPD" s_squared=0.765 homo_energy_ev="-2.2 / -2.2" multiplicity=2 charge=-2 relative_energy_kj_mol=21.6 lumo_ha="0.132 / 0.132"
C -0.498 -5.573 3.525
C 0.225 -5.148 2.421
C 0.350 6.759 -1.029
C -3.655 2.656 -1.838
H 0.159 -2.997 5.621
C -3.069 2.708 -0.456
H 4.478 0.990 -2.438
H -4.669 0.683 -6.111
C -1.249 2.701 1.124
H -0.193 2.628 1.352
H 1.513 3.751 0.002
H 2.919 -5.835 -0.239
C 5.889 -4.065 0.687
C -2.131 2.847 2.182
F -4.385 -4.870 6.479
C -0.049 -4.486 -2.301
H -2.944 1.766 -7.521
H 2.174 5.359 0.292
H 5.455 -5.725 3.603
C -1.980 0.229 -4.094
O 1.383 1.586 2.983
N -1.009 0.266 -1.843
C -4.137 -3.893 5.579
H 6.658 -3.798 -0.027
O 2.293 -0.295 3.275
S -3.448 -0.581 2.476
H 2.296 -6.937 -2.356
H -0.153 9.295 -3.045
C -2.673 1.329 -6.567
H -4.028 -0.341 -3.942
H 0.006 0.879 -4.543
H 0.168 9.361 -1.310
C 3.579 -3.965 1.395
H 2.652 1.557 1.210
H 0.865 7.352 -0.277
C -0.514 -4.808 4.683
C 2.073 -5.468 -0.808
H -1.116 4.739 -5.031
C 0.686 -5.562 -2.759
C 0.429 5.368 -0.958
H -3.959 3.656 -2.160
H 7.227 -5.155 1.971
H -4.540 2.017 -1.851
C 4.589 -3.633 0.490
F -4.262 -0.311 5.390
H 4.349 -3.024 -0.374
N 3.474 1.205 -0.660
H -0.876 -4.080 -2.871
C 4.579 2.461 1.056
Rb 0.160 -0.297 1.104
C 5.641 2.151 -1.054
C 0.260 -3.893 -1.071
F -4.703 -2.239 7.159
C -0.462 8.903 -2.073
C 4.527 1.423 -1.443
H -0.840 -2.929 0.338
H -4.197 2.976 2.744
H -5.007 2.889 0.422
C -3.491 2.921 1.927
H 3.142 -4.975 3.235
H 4.539 2.841 2.067
C 3.505 1.726 0.564
C -1.358 1.371 -6.128
C 1.375 -4.354 -0.345
C 0.907 -3.180 3.625
H -0.595 1.836 -6.741
H -1.529 7.093 -3.794
C -3.467 -3.195 3.384
C 5.666 2.679 0.230
C -3.640 -1.830 3.664
C -3.291 0.160 -4.556
F -3.611 -5.495 3.941
C 6.208 -4.824 1.808
H -1.552 3.410 -3.968
C -0.233 4.580 -1.908
C -1.702 2.624 -0.192
C -3.941 2.857 0.621
H 1.440 -2.235 3.666
P 1.905 -3.304 1.049
C -1.594 4.490 -4.080
C -0.919 5.224 -2.948
H -2.645 4.776 -4.160
H -1.753 2.853 3.195
C 5.216 -5.143 2.721
C -0.362 7.402 -2.027
H -1.488 9.239 -1.900
C 3.909 -4.719 2.515
H 0.429 -6.013 -3.710
C -1.018 0.833 -4.893
H 0.223 -5.740 1.513
C -4.053 -1.573 4.980
C -1.645 -0.408 -2.759
H 6.521 3.248 0.578
C -3.640 0.722 -5.774
F -3.067 -3.589 2.164
C 0.936 -3.951 2.462
C -4.294 -2.561 5.916
C -0.982 6.615 -2.986
H -1.171 -2.422 -1.254
Te -0.247 2.326 -1.715
C 1.735 -6.080 -2.004
N 2.082 0.853 3.723
N -0.482 -2.823 -0.603
H -1.099 -5.130 5.536
C 0.188 -3.613 4.731
C 1.248 4.793 0.171
C -3.728 -4.201 4.294
H 6.464 2.295 -1.741
H -1.073 -6.489 3.473
O -2.021 -1.607 -2.625
H 0.704 4.840 1.116
H -2.955 2.268 -2.572

***

114
Properties=species:S:1:pos:R:3 method="wB97M-V/def2-TZVPD" homo_energy_ev=-2.1 charge=-2 relative_energy_kj_mol=29.4 lumo_ha=0.124
B -0.046 3.179 -0.834
H 0.633 3.416 6.310
H 4.631 1.994 5.741
C 3.960 -1.880 3.833
H 5.529 -2.516 1.745
H 0.425 4.265 -1.064
H -5.602 -1.287 -0.922
C -1.345 -0.761 -5.339
C 2.397 -0.583 5.121
Br 6.562 -4.888 0.296
H 2.244 1.551 -2.203
C 3.660 2.261 5.341
Br 4.800 -1.267 6.483
C 2.498 -2.693 -6.479
N 0.879 2.822 1.417
N 2.296 -3.001 0.836
C 4.693 -2.916 1.197
N 1.922 -1.156 2.847
H 4.184 1.722 3.334
H 2.761 -4.098 -4.877
C -0.781 -1.527 -3.140
C 1.594 -0.575 3.992
H -2.225 6.671 -0.037
H -5.603 3.454 2.029
H 4.878 -2.442 3.760
H -1.536 -4.141 -5.148
N -0.639 1.194 -2.297
H -0.829 -3.637 -2.815
H -0.034 2.046 -5.417
C -4.103 -3.807 5.647
C -1.384 -3.116 -4.831
H 1.910 0.613 -6.069
H -2.625 0.429 1.779
H -3.889 4.994 1.208
H -1.478 0.048 -6.048
C -0.949 -0.476 -4.034
H 3.220 0.395 -1.270
C -4.009 2.032 1.832
C 2.159 2.414 3.450
C 2.666 2.736 6.185
C -5.582 0.371 3.442
C 4.839 -4.033 0.342
H 2.857 2.847 7.245
H -5.240 -3.846 -1.479
H 0.193 3.125 3.887
H 1.535 4.528 -3.116
C 3.358 -2.586 1.485
H -4.388 -4.003 0.098
C 2.563 1.361 1.125
C -0.994 -2.838 -3.528
H -4.756 -1.585 0.640
O -2.248 -2.305 -0.349
C -0.177 1.984 -4.350
C -3.125 2.888 1.028
C 1.905 1.528 -0.073
H 0.632 -0.068 4.022
H 3.903 -5.510 -0.889
N 0.886 2.400 0.136
C 2.207 -0.788 -4.486
C 2.440 -2.118 -4.130
C -1.544 5.890 -0.377
H -0.462 -1.264 -2.143
H -0.551 6.094 0.022
C 3.821 -4.587 -0.334
C 1.166 2.896 4.305
H 2.098 -0.079 6.027
H 2.077 -0.050 -3.711
C 2.235 0.855 -1.361
C 0.086 2.969 -3.422
C -0.627 0.888 -3.587
H 3.380 0.683 1.312
C 1.883 2.201 2.024
H -3.631 -4.611 -1.400
C -4.348 -0.072 2.978
C -6.030 1.639 3.092
C -1.561 -2.074 -5.733
H 1.517 0.069 -1.594
C -5.249 2.465 2.295
H 1.699 -4.489 -0.462
C 3.605 -1.239 5.002
H 0.797 4.479 -4.726
H 2.609 -3.443 -7.253
N -1.406 3.394 -0.140
Cs -0.379 -1.419 1.099
N -2.061 2.370 0.431
C 2.114 -0.421 -5.819
H -1.861 -2.286 -6.752
C -2.047 4.563 0.086
C 2.469 -3.010 -1.650
N -5.129 -4.354 5.703
C 2.511 -2.541 -2.760
S -3.453 -2.267 -1.239
C 3.408 2.105 3.986
C -3.174 4.282 0.829
H -0.106 5.111 -3.342
C 2.586 -3.065 -5.148
C 3.074 -1.819 2.753
H 2.182 -1.079 -7.863
C 0.607 4.348 -3.660
H -3.970 -1.049 3.251
C 2.260 -1.368 -6.822
C -4.274 -3.844 -0.974
H -4.266 -0.224 -0.398
N -1.833 -2.382 3.649
H -1.478 5.945 -1.466
N -0.200 2.462 -2.198
H -6.992 1.990 3.448
N -2.940 -3.198 5.700
C -4.652 -1.243 -0.389
C -2.386 -2.790 4.591
H -6.182 -0.268 4.078
C 2.539 -3.786 -0.376
C 1.419 3.055 5.658
C -3.578 0.753 2.175

***

108
Properties=species:S:1:pos:R:3 method="wB97M-V/def2-TZVPD" s_squared=8.799 homo_energy_ev="-14.9 / -15.5" multiplicity=6 charge=+3 relative_energy_kj_mol=9.6 lumo_ha="-0.248 / -0.372"
C 2.110 -3.657 -0.059
H 0.991 3.261 0.057
C -4.367 1.537 -3.211
C 1.844 -4.393 2.628
C 0.847 -3.654 2.026
H -5.436 2.454 -0.945
C -2.194 1.489 -4.199
H 0.761 -2.031 -5.663
C -3.143 -2.970 0.181
H 1.515 5.650 0.246
C 4.151 -1.325 1.832
H -2.738 -6.780 0.537
O 1.888 -0.800 -1.581
C -1.818 0.427 5.162
H 1.780 -0.417 -4.110
H -4.959 0.887 -0.323
C -4.567 1.829 -0.710
C 1.048 -1.138 -3.768
H -5.322 3.029 1.589
C 3.860 1.398 -0.592
H 2.996 1.423 2.093
H 3.731 -5.376 2.356
C -2.849 -5.709 0.436
H 3.960 -4.723 -0.012
C -3.575 1.451 -4.343
C 0.651 -1.047 -2.336
H -4.757 1.371 1.775
H -2.707 6.413 0.364
C 3.941 3.148 -2.249
N 0.753 0.475 -0.010
C 5.816 -2.897 1.091
H -0.378 7.285 0.457
C -4.112 -5.134 0.445
C -1.862 -3.522 0.151
N -2.225 0.764 2.437
H -2.905 3.666 2.538
C 3.106 0.322 0.204
P -0.409 -2.527 -0.110
H -3.661 3.973 -1.136
C 1.159 1.081 1.214
H 4.639 -1.086 -1.512
C 3.091 -4.415 0.552
H 3.585 -0.888 2.645
C 5.237 3.457 -1.866
C -0.564 6.225 0.350
N -1.061 3.503 0.117
H -4.989 -5.756 0.559
C -1.728 -4.910 0.299
C -3.536 2.809 2.790
C 0.485 -2.037 -4.617
N -3.736 2.466 0.324
C 2.958 -4.781 1.886
Cl -3.383 -1.233 0.092
C 1.820 -0.048 -0.520
C -0.678 -3.098 -2.754
C -4.267 -3.757 0.322
C -2.494 1.528 4.673
N -2.432 1.561 -1.825
H 6.229 -2.892 -1.017
C -2.072 4.378 0.165
H 2.240 1.903 -1.935
C 3.253 2.124 -1.612
H 5.656 1.139 0.563
Ir -1.652 1.296 0.335
C 5.163 1.708 -0.216
C 5.068 -2.333 2.111
H -1.655 0.310 6.225
H -1.254 -1.031 2.181
C -1.860 5.742 0.305
H 0.043 -0.149 -2.181
C -1.596 -0.319 2.924
H -4.189 4.534 0.430
C -0.122 -2.237 -1.849
O 0.336 1.622 1.933
H -0.900 -3.693 -4.821
H -0.742 -5.356 0.291
C -4.426 2.400 1.627
H -0.601 1.627 -2.765
N 2.479 0.931 1.380
C 3.989 -0.874 0.529
H -2.888 2.278 5.346
C -0.428 -2.995 -4.145
C 4.731 -1.456 -0.499
C -1.378 -0.536 4.263
H -5.446 1.577 -3.288
H -1.538 1.492 -5.058
H 3.469 3.698 -3.053
H 2.214 -3.375 -1.099
C 5.846 2.737 -0.847
C 0.484 5.325 0.242
H -0.872 -1.431 4.596
H 1.755 -4.681 3.667
C -1.669 1.546 -2.925
C 0.967 -3.299 0.671
H 6.859 2.970 -0.548
C -3.473 3.873 -0.064
H -5.249 -3.307 0.350
H 5.211 -2.657 3.134
H -1.315 -3.904 -2.410
H -0.033 -3.374 2.593
H 6.550 -3.661 1.314
H 5.777 4.250 -2.366
C 0.191 3.981 0.140
C 5.638 -2.464 -0.218
C -3.762 1.609 -1.966
C -2.701 1.669 3.307
H -4.027 1.395 -5.324
H -4.174 3.146 3.607